No. 1
# C2H6N2O2S2

A 2-piece molecular cluster, C2H6N2O2S2 overall (the ωB97M-V functional and the def2-TZVPD basis, the OMol25 dataset).

frontier orbital gap = 10.11 eV
maximum force = 5.466 eV/Å
energy relative to the best compared isomer or geometry (same formula, charge and spin) = 29.0 kcal/mol
E_LUMO = 0.01576 hartree
charge = 0

```
14
Properties=species:S:1:pos:R:3:forces:R:3:mulliken_charge:R:1
C -2.349683 -1.306462 0.170211 1.906 -2.517 -0.520 0.4024
C -1.680968 1.239492 0.101127 0.402 1.449 0.684 -0.5496
N -1.714953 -2.291691 0.059125 -1.614 2.236 0.404 -0.4219
N 1.711351 0.459462 -0.870836 0.105 -0.946 -0.285 -0.5060
O 1.128357 0.018248 1.522144 0.052 -0.367 -0.328 -0.5259
O 2.327577 -1.828852 0.084302 3.402 4.039 -1.411 -0.4806
S -3.151613 0.170177 0.214698 0.527 0.756 0.206 -0.0958
S 2.232351 -0.214505 0.602415 0.508 -0.404 -0.184 0.6396
H -1.513420 2.040779 0.830077 -1.262 -0.314 0.643 0.3926
H -1.564045 1.793926 -0.791406 -0.759 0.191 -1.553 0.3743
H -0.728862 0.804824 0.193286 0.790 -1.840 0.163 -0.0826
H 1.635445 -2.303891 0.393055 -4.006 -2.416 1.572 0.3200
H 2.075956 -0.077491 -1.708755 -0.591 1.638 1.274 0.2695
H 1.592503 1.495989 -0.799440 0.538 -1.506 -0.664 0.2639
```
Positions in Å, forces in eV/Å.

***

No. 2
# C7H15N

An isolated ion of composition C7H15N and charge +1 (the ωB97M-V functional and the def2-TZVPD basis, the OMol25 dataset).

<S²> = 0.755
frontier orbital gap (spin up / spin down) = 9.16 / 3.70 eV
maximum force = 3.092 eV/Å
energy relative to the best compared isomer or geometry (same formula, charge and spin) = 66.9 kcal/mol
E_LUMO (spin up / spin down) = -0.12038 / -0.31892 hartree
2S+1 = 2
charge = +1

```
23
Properties=species:S:1:pos:R:3:forces:R:3:mulliken_charge:R:1
C 1.281626 -2.490712 0.975109 -0.964 -1.392 0.616 -0.4092
C -0.098698 -2.419160 0.144879 0.083 0.415 0.217 -0.7148
C -0.242169 -1.134031 -0.585666 -0.468 1.342 -1.899 -0.7055
C -0.266130 0.158794 0.202984 0.728 1.208 0.616 0.0717
C -0.646994 1.356023 -0.651917 -0.171 -1.328 0.228 -0.5415
C -0.399759 2.633702 -0.477026 -0.422 1.875 -1.627 -0.1752
C -0.894260 3.651002 -1.511897 -0.147 -0.463 0.616 -1.2110
N 1.039169 -1.811436 2.201091 2.909 0.704 -0.779 -0.1519
H 1.440538 -3.555634 1.144533 0.014 0.105 0.346 0.3998
H 2.155566 -2.110045 0.440426 -0.361 0.637 -0.217 0.3143
H -0.889205 -2.485543 0.895510 -0.022 -0.336 -0.153 0.3242
H -0.121896 -3.291571 -0.504799 0.127 -0.053 0.076 0.3776
H -1.131800 -1.117880 -1.241629 -0.305 -0.536 0.699 0.4711
H 0.478628 -0.958692 -1.397962 0.538 -0.510 0.440 0.3463
H 0.758045 0.376061 0.564433 -0.219 -0.077 0.134 0.1068
H -0.932531 0.183364 1.073924 -0.047 -0.553 0.013 0.3946
H -1.277945 1.064300 -1.491997 0.096 0.268 -0.081 0.1508
H 0.158561 3.216951 0.246503 0.247 -1.040 0.699 0.3388
H -0.095224 4.370709 -1.683719 -0.144 0.039 -0.315 0.3355
H -1.269558 3.206936 -2.426779 0.384 -0.217 -0.263 0.3362
H -1.759827 4.182007 -1.130990 -0.032 0.363 0.372 0.3159
H 1.328175 -0.826927 2.131966 -0.897 -0.005 0.181 0.2981
H 1.385688 -2.198218 3.083026 -0.928 -0.446 0.079 0.3276
```
Positions in Å, forces in eV/Å.